# 1
{"formula": "C3H11NOS2", "method": "ωB97M-V/def2-TZVPD", "species": ["O", "H", "C", "H", "H", "S", "H", "H", "C", "H", "H", "H", "S", "H", "N", "H", "C", "H"], "coordinates": [[-3.027748, -4.921753, -1.919974], [1.865593, 0.777985, -1.655584], [-0.076477, 2.532898, 3.143406], [1.443564, -1.802270, -2.153774], [-0.997081, 2.769217, 3.753944], [-0.891113, 2.802040, 1.436774], [2.623379, -1.127356, -1.209342], [-2.359511, -4.306920, -2.027596], [1.044025, 0.072873, -1.362091], [0.740792, 3.330386, 3.149876], [-0.714491, 0.273582, -0.143231], [-3.751095, -4.335716, -1.684780], [0.539506, 2.444099, 0.063297], [0.781588, 0.297994, 0.927528], [1.583996, -1.229486, -1.378327], [0.345787, 0.217545, -2.179181], [0.395172, 0.620592, -0.106374], [0.454114, 1.584292, 3.345429]], "atomic_forces_ev_per_a": [[-2.1, -1.4, 0.4], [-0.5, -0.1, 0.3], [0.2, 1.7, -1.2], [-0.5, -0.6, -1.5], [1.5, -0.4, -0.1], [0.4, -0.5, 1.1], [-1.8, -0.8, -0.3], [2.6, 1.7, -0.5], [1.0, 2.5, -1.4], [-1.4, -0.8, 0.5], [1.7, 1.0, 0.3], [-0.5, -0.3, 0.1], [-0.1, -0.3, -0.6], [-0.2, -0.3, -1.9], [2.8, -0.2, 2.7], [-0.4, -0.1, -0.1], [-1.8, -1.3, 2.2], [-1.0, 0.2, -0.3]], "smiles": "CSSCCN.O", "total_energy_ha": -1047.222893, "homo_lumo_gap_ev": 9.412}

***

# 2
{"formula": "C2H6N2O2", "method": "ωB97M-V/def2-TZVPD", "species": ["H", "H", "H", "H", "N", "H", "O", "N", "C", "C", "H", "O"], "coordinates": [[-1.743556, 1.467324, 0.043609], [-2.905223, 0.301389, -0.526974], [0.958749, -1.537615, 0.009521], [2.534207, -1.349824, 0.667053], [0.588225, 0.890437, -0.021631], [2.239556, -1.224822, -1.139156], [-1.182871, -0.464533, -0.256877], [1.685575, 0.341759, -0.082831], [-2.051268, 0.388454, 0.178357], [1.892330, -1.065015, -0.111801], [-2.165963, 0.261644, 1.226392], [0.150243, 1.990804, 0.014340]], "atomic_forces_ev_per_a": [[-0.1, -0.5, -0.2], [-0.4, 0.2, 0.8], [-1.2, -0.9, 0.1], [1.2, -0.3, 0.7], [0.6, -2.4, -0.3], [0.4, -0.6, 0.5], [3.5, -1.4, -1.2], [-0.6, 3.0, 0.6], [-1.5, 1.9, -0.5], [-1.2, 0.5, -1.8], [-1.2, 0.1, 1.2], [0.5, 0.3, 0.0]], "total_energy_ha": -339.577086, "homo_lumo_gap_ev": [8.277, 9.198]}

***

# 3
{"formula": "C18H16N2O4S2", "method": "ωB97M-V/def2-TZVPD", "species": ["H", "C", "S", "O", "H", "H", "N", "H", "H", "N", "H", "C", "C", "C", "S", "C", "H", "C", "C", "O", "C", "C", "H", "C", "H", "C", "H", "C", "H", "H", "H", "O", "C", "C", "C", "H", "C", "H", "O", "H", "C", "C"], "coordinates": [[3.089043, 1.588054, -2.363462], [-1.759620, -1.785090, 3.306120], [0.035082, 3.886702, 1.425239], [0.515241, 0.040705, -5.847933], [2.432511, 3.732820, 1.680083], [-2.438003, -5.846537, 2.965646], [1.069550, 2.887123, -1.179708], [2.945499, 0.276911, -4.465492], [-1.709014, -4.133031, 4.623486], [-1.191880, 1.688257, 2.220166], [-1.052112, -5.460106, 1.935830], [1.761671, 3.985803, 0.858201], [-0.269720, 1.322574, -4.164472], [1.028639, 2.136912, -2.360948], [1.343378, 1.141454, 1.944589], [-2.060593, -0.477346, 2.988020], [0.178650, 3.282583, -0.897849], [-1.760425, -5.056211, 2.654721], [2.115526, 3.119475, -0.354873], [-1.344716, 1.087816, -4.977426], [-0.215267, 2.050095, -3.004294], [-0.449133, -2.270217, 3.214501], [-1.010409, 0.819620, -6.993482], [-1.050260, 0.378300, 2.569157], [-2.559569, -2.428527, 3.635134], [0.271317, -0.117664, 2.481642], [-1.409513, -0.663456, -6.062229], [-0.078354, 2.215788, 1.886482], [-3.069733, -0.105928, 3.061566], [1.914174, 5.034795, 0.597151], [1.583135, -1.803971, 2.732321], [3.253286, 2.743509, -0.512737], [0.577179, -1.423210, 2.796260], [2.076738, 0.767181, -4.061030], [0.858746, 0.689039, -4.689469], [-1.093238, 2.532801, -2.606690], [-1.010968, -4.515554, 3.868884], [-2.332953, -4.270846, 2.167248], [-0.054642, -3.531569, 3.526178], [-0.419170, -5.314603, 4.324080], [-0.859679, 0.291021, -6.038237], [2.149609, 1.504529, -2.882375]], "atomic_forces_ev_per_a": [[0.0, 0.0, 0.0], [0.0, -0.3, 0.1], [0.2, 0.6, 0.0], [0.4, 0.0, 0.2], [0.1, 0.0, -0.2], [-0.1, -0.1, 0.0], [-0.4, 0.2, 0.0], [0.1, -0.1, -0.1], [0.1, 0.0, 0.0], [-0.4, 1.0, -0.2], [0.0, -0.1, -0.1], [-0.3, -0.2, 0.2], [0.6, -0.2, -0.1], [0.3, -0.3, -0.4], [-0.6, 0.1, 0.1], [0.2, 0.2, -0.1], [0.3, -0.1, 0.1], [0.2, 0.3, 0.2], [-0.3, 0.3, 0.2], [0.0, 0.3, 0.5], [-0.1, -0.1, -0.2], [0.2, 0.4, -0.1], [0.1, -0.1, 0.3], [0.6, -0.9, 0.2], [0.0, -0.1, 0.0], [-0.3, 0.2, 0.0], [0.2, 0.2, 0.1], [0.6, -0.6, 0.0], [-0.1, 0.0, 0.0], [0.0, 0.0, 0.0], [0.1, -0.1, 0.0], [0.3, -0.1, 0.0], [-0.1, -0.3, 0.1], [-0.4, -0.1, -0.4], [-0.3, 0.3, 0.4], [-0.1, 0.1, 0.1], [-0.3, -0.3, 0.0], [-0.1, 0.0, -0.1], [0.2, 0.1, 0.0], [-0.1, 0.1, 0.0], [-0.6, -0.4, -1.0], [0.1, 0.1, 0.3]], "smiles": "CCOc1ccc2nc(SCC(=O)Nc3ccc4c(c3)OCO4)sc2c1", "total_energy_ha": -1902.377987, "homo_lumo_gap_ev": 8.429}